This record from the Open Molecules 2025 dataset describes a 2-piece molecular cluster, C42H48BNO4S overall in a non-equilibrium geometry. The level of theory is ωB97M-V/def2-TZVPD.

For the largest force on an atom, the calculation gives 4.5 eV/A. The value obtained for the HOMO energy is -6.59 eV. For the electronic energy, the calculation gives -2407.964121 a.u. The value obtained for the LUMO energy is 0.631 eV. The charge is 0.

Last columns: bonded neighbours and bond lengths (Å).
Positions of all 97 atoms, in Å:
1 C -5.701 -1.518 9.233  O2 1.441, H35 1.090, H36 1.098, H37 1.098
2 O -4.410 -2.051 8.877  C1 1.441, C3 1.357
3 C -3.841 -1.691 7.698  O2 1.357, C4 1.414, C34 1.417
4 C -2.564 -2.245 7.450  C3 1.414, C5 1.379, H38 1.089
5 C -1.858 -1.849 6.332  C4 1.379, C6 1.413, H39 1.087
6 C -2.448 -1.034 5.340  C5 1.413, C7 1.487, C33 1.411
7 C -1.736 -0.815 4.053  C6 1.487, C8 1.379, C25 1.470
8 C -0.382 -0.564 4.120  C7 1.379, C9 1.457, H40 1.091
9 C 0.631 -0.813 3.103  C8 1.457, B10 1.710, C19 1.560, H41 1.094
10 B 2.089 -1.371 3.802  C9 1.710, O11 1.377, O18 1.354
11 O 3.000 -1.058 2.819  B10 1.377, C12 1.434
12 C 4.268 -0.951 3.480  O11 1.434, C13 1.526, C14 1.524, C15 1.612
13 C 5.019 -2.194 3.010  C12 1.526, H42 1.093, H43 1.099, H44 1.095
14 C 4.884 0.341 2.958  C12 1.524, H45 1.096, H46 1.097, H47 1.098
15 C 3.903 -0.963 5.050  C12 1.612, C16 1.521, C17 1.536, O18 1.476
16 C 4.772 -1.855 5.923  C15 1.521, H48 1.099, H49 1.096, H50 1.099
17 C 3.800 0.452 5.637  C15 1.536, H51 1.101, H52 1.102, H53 1.097
18 O 2.542 -1.535 5.067  B10 1.354, C15 1.476
19 C 0.552 -2.253 2.508  C9 1.560, C20 1.404, C24 1.424
20 C 0.872 -2.526 1.168  C19 1.404, C21 1.398, H54 1.094
21 C 1.149 -3.834 0.760  C20 1.398, C22 1.403, H55 1.092
22 C 1.212 -4.882 1.689  C21 1.403, C23 1.402, H56 1.095
23 C 0.808 -4.643 3.011  C22 1.402, C24 1.397, H57 1.097
24 C 0.395 -3.362 3.386  C19 1.424, C23 1.397, H58 1.095
25 C -2.520 -0.869 2.810  C7 1.470, C26 1.423, C32 1.411
26 C -3.865 -1.334 2.845  C25 1.423, C27 1.374, H59 1.091
27 C -4.763 -1.021 1.853  C26 1.374, C28 1.410, H60 1.092
28 C -4.245 -0.541 0.633  C27 1.410, O29 1.360, C31 1.413
29 O -5.111 0.110 -0.190  C28 1.360, C30 1.444
30 C -4.606 0.658 -1.428  O29 1.444, H61 1.092, H62 1.101, H63 1.098
31 C -2.850 -0.576 0.414  C28 1.413, C32 1.388, H64 1.098
32 C -2.045 -0.477 1.541  C25 1.411, C31 1.388, H65 1.090
33 C -3.711 -0.472 5.623  C6 1.411, C34 1.388, H66 1.091
34 C -4.417 -0.781 6.777  C3 1.417, C33 1.388, H67 1.095
35 H -5.890 -1.963 10.210  C1 1.090
36 H -5.678 -0.424 9.316  C1 1.098
37 H -6.467 -1.840 8.515  C1 1.098
38 H -2.169 -2.954 8.176  C4 1.089
39 H -0.844 -2.211 6.186  C5 1.087
40 H 0.004 -0.182 5.066  C8 1.091
41 H 0.788 -0.009 2.378  C9 1.094
42 H 6.000 -2.292 3.481  C13 1.093
43 H 4.435 -3.109 3.183  C13 1.099
44 H 5.163 -2.115 1.927  C13 1.095
45 H 5.818 0.564 3.485  C14 1.096
46 H 5.096 0.249 1.886  C14 1.097
47 H 4.187 1.182 3.075  C14 1.098
48 H 5.830 -1.558 5.913  C16 1.099
49 H 4.429 -1.767 6.960  C16 1.096
50 H 4.700 -2.909 5.621  C16 1.099
51 H 4.755 1.000 5.650  C17 1.101
52 H 3.077 1.073 5.084  C17 1.102
53 H 3.466 0.383 6.679  C17 1.097
54 H 0.933 -1.687 0.469  C20 1.094
55 H 1.388 -4.031 -0.287  C21 1.092
56 H 1.561 -5.876 1.387  C22 1.095
57 H 0.859 -5.461 3.739  C23 1.097
58 H 0.000 -3.195 4.394  C24 1.095
59 H -4.222 -1.900 3.706  C26 1.091
60 H -5.845 -1.084 1.986  C27 1.092
61 H -5.457 1.191 -1.858  C30 1.092
62 H -3.774 1.354 -1.241  C30 1.101
63 H -4.272 -0.147 -2.096  C30 1.098
64 H -2.427 -0.537 -0.599  C31 1.098
65 H -1.032 -0.096 1.412  C32 1.090
66 H -4.162 0.229 4.920  C33 1.091
67 H -5.396 -0.329 6.970  C34 1.095
68 C 3.799 5.419 3.573  C69 1.487, H83 1.097, H84 1.098, H85 1.100
69 C 2.693 4.578 3.045  C68 1.487, C70 1.391, S82 1.728
70 C 2.614 4.033 1.767  C69 1.391, C71 1.428, H86 1.085
71 C 1.505 3.148 1.606  C70 1.428, C72 1.397, H87 1.086
72 C 0.665 3.076 2.720  C71 1.397, C73 1.428, S82 1.773
73 C -0.684 2.619 2.803  C72 1.428, C74 1.419, C81 1.419
74 C -1.353 2.429 4.040  C73 1.419, C75 1.372, H88 1.090
75 C -2.725 2.423 4.085  C74 1.372, C76 1.421, H89 1.086
76 C -3.469 2.643 2.895  C75 1.421, N77 1.361, C80 1.420
77 N -4.816 2.837 2.934  C76 1.361, C78 1.453, C79 1.445
78 C -5.566 3.189 1.739  N77 1.453, H90 1.100, H91 1.105, H92 1.098
79 C -5.533 2.894 4.186  N77 1.445, H93 1.105, H94 1.100, H95 1.098
80 C -2.792 2.680 1.647  C76 1.420, C81 1.377, H96 1.091
81 C -1.422 2.556 1.592  C73 1.419, C80 1.377, H97 1.096
82 S 1.406 3.997 4.041  C69 1.728, C72 1.773
83 H 4.264 5.999 2.766  C68 1.097
84 H 3.440 6.090 4.365  C68 1.098
85 H 4.566 4.755 3.998  C68 1.100
86 H 3.340 4.274 0.998  C70 1.085
87 H 1.315 2.597 0.690  C71 1.086
88 H -0.777 2.273 4.951  C74 1.090
89 H -3.239 2.250 5.026  C75 1.086
90 H -5.019 3.973 1.195  C78 1.100
91 H -5.703 2.316 1.075  C78 1.105
92 H -6.542 3.587 2.046  C78 1.098
93 H -5.716 1.897 4.626  C79 1.105
94 H -4.961 3.476 4.924  C79 1.100
95 H -6.491 3.402 4.012  C79 1.098
96 H -3.357 2.753 0.716  C80 1.091
97 H -0.920 2.551 0.618  C81 1.096